No. 1
A single C4H6O2 molecule, computed with ωB97M-V/def2-TZVPD.

Computed properties:
max |F|: 0.85 eV Å⁻¹
orbital gap (spin up / spin down): 8.60 / 8.60 eV
ΔE to the lowest compared entry with this formula, charge and spin: 119.1 kcal/mol
E_tot: -8335.298 eV

CARTESIAN COORDINATES (ANGSTROEM)
C  -1.311  -0.657  -0.585
C  -0.460  -0.188  0.547
O  -1.033  -0.115  1.674
C  0.980  0.051  0.485
C  1.569  0.808  -0.440
O  -0.289  0.286  2.728
H  -1.127  -1.725  -0.759
H  -2.367  -0.523  -0.344
H  -1.071  -0.130  -1.513
H  1.533  -0.388  1.312
H  1.004  1.343  -1.200
H  2.643  0.965  -0.429

---

No. 2
A gas-phase ion, C6H15OSi (charge +1) at a distorted geometry, computed with ωB97M-V/def2-TZVPD.

Computed properties:
max |F|: 4.33 eV Å⁻¹
net charge: +1
orbital gap: 7.99 eV
ΔE to the lowest compared entry with this formula, charge and spin: 0.0 kcal/mol
E_tot: -16381.122 eV

CARTESIAN COORDINATES (ANGSTROEM)
C  2.929  -0.920  -0.320
C  0.575  0.679  -1.741
C  -2.083  -1.567  0.023
C  -1.245  1.601  0.948
C  1.710  0.615  1.014
C  -0.675  -1.302  0.422
O  2.221  -0.659  0.696
Si  -0.036  0.437  0.058
H  3.221  -1.964  -0.441
H  3.151  -0.035  -0.915
H  0.261  1.561  -2.270
H  1.590  0.776  -1.951
H  0.137  -0.076  -2.342
H  -2.298  -1.609  -1.007
H  -2.567  -2.371  0.619
H  -2.724  -0.767  0.516
H  -2.155  1.658  0.417
H  -1.344  1.184  2.048
H  -0.709  2.552  1.078
H  1.335  0.531  2.029
H  2.192  1.511  0.713
H  -0.045  -1.965  -0.172
H  -0.510  -1.641  1.426

---

No. 3
A molecular structure, C4H4Br2O, computed with ωB97M-V/def2-TZVPD.

Computed properties:
max |F|: 0.56 eV Å⁻¹
orbital gap: 10.31 eV
ΔE to the lowest compared entry with this formula, charge and spin: 0.0 kcal/mol
E_tot: -146343.850 eV

CARTESIAN COORDINATES (ANGSTROEM)
C  -0.293  0.011  0.477
C  0.447  1.156  1.082
C  -0.532  -0.064  -1.018
C  -1.701  0.042  -0.116
O  0.634  2.243  0.609
Br  -2.795  -1.500  0.203
Br  -2.720  1.677  -0.108
H  -0.071  -0.925  0.981
H  0.889  0.875  2.059
H  -0.269  0.813  -1.596
H  -0.345  -1.003  -1.519

---

No. 4
15 unconnected molecules or ions with the total composition C38H75Cl28IO4S at a distorted geometry, computed with ωB97M-V/def2-TZVPD.

Computed properties:
max |F|: 3.56 eV Å⁻¹
orbital gap: 9.40 eV
E_tot: -418378.569 eV

CARTESIAN COORDINATES (ANGSTROEM)
C  2.420  -0.928  1.030
C  1.616  -1.872  0.039
C  0.261  -2.338  0.692
I  -1.057  -0.613  0.507
C  -0.323  -3.633  0.066
O  0.768  -4.620  0.042
S  0.661  -5.674  1.299
O  0.519  -7.090  0.911
O  1.574  -5.452  2.430
O  -0.843  -5.218  1.810
C  -1.463  -4.403  0.798
C  -2.578  -3.629  1.545
C  -3.824  -3.351  0.613
C  -4.495  -1.976  0.886
C  -4.892  -1.751  2.373
C  -5.823  -1.917  0.033
H  3.435  -1.317  1.151
H  2.480  0.101  0.633
H  1.852  -0.910  1.977
H  2.248  -2.703  -0.316
H  1.331  -1.195  -0.808
H  0.494  -2.557  1.757
H  -0.435  -3.422  -1.015
H  -1.903  -5.096  0.052
H  -2.236  -2.729  2.083
H  -2.954  -4.323  2.326
H  -3.582  -3.465  -0.462
H  -4.592  -4.118  0.855
H  -3.875  -1.121  0.567
H  -4.037  -1.580  3.055
H  -5.514  -0.832  2.414
H  -5.517  -2.575  2.768
H  -6.016  -0.908  -0.378
H  -5.701  -2.650  -0.791
H  -6.698  -2.254  0.627
Cl  0.105  -0.653  4.114
C  1.135  -1.803  5.030
C  2.251  -1.182  5.851
Cl  3.567  -0.524  4.844
H  1.531  -2.526  4.318
H  0.455  -2.323  5.704
H  2.706  -1.949  6.478
H  1.884  -0.389  6.513
Cl  0.451  2.491  2.566
C  1.963  3.205  3.162
C  2.535  4.220  2.201
Cl  3.130  3.464  0.699
H  2.665  2.394  3.353
H  1.731  3.684  4.108
H  3.385  4.724  2.660
H  1.797  4.972  1.929
Cl  5.130  -4.109  2.121
C  5.759  -4.730  3.661
C  4.667  -5.290  4.537
Cl  3.562  -4.043  5.181
H  6.299  -3.925  4.158
H  6.470  -5.518  3.414
H  5.113  -5.781  5.402
H  4.065  -6.022  4.001
Cl  2.436  -0.818  -2.798
C  1.703  -0.456  -4.383
C  0.314  0.109  -4.235
Cl  -0.841  -1.095  -3.624
H  1.707  -1.370  -4.977
H  2.346  0.271  -4.875
H  -0.057  0.441  -5.205
H  0.302  0.960  -3.555
Cl  -5.645  1.820  2.414
C  -6.402  2.171  0.840
C  -7.796  2.732  0.991
Cl  -8.944  1.520  1.616
H  -6.402  1.254  0.253
H  -5.764  2.898  0.337
H  -8.173  3.053  0.020
H  -7.811  3.587  1.661
Cl  2.917  -2.745  -7.919
C  4.629  -2.260  -7.819
C  4.919  -1.446  -6.579
Cl  4.151  0.161  -6.639
H  4.879  -1.711  -8.725
H  5.218  -3.177  -7.802
H  5.992  -1.280  -6.487
H  4.573  -1.950  -5.677
Cl  -0.113  -3.103  -6.887
C  -0.888  -4.705  -6.780
C  -1.036  -5.354  -8.137
Cl  -2.225  -4.506  -9.161
H  -1.852  -4.578  -6.285
H  -0.256  -5.321  -6.142
H  -1.391  -6.374  -8.020
H  -0.088  -5.380  -8.672
Cl  -10.405  5.077  3.329
C  -8.906  5.827  3.935
C  -8.356  6.854  2.973
Cl  -7.744  6.109  1.476
H  -8.186  5.033  4.127
H  -9.151  6.304  4.883
H  -7.517  7.378  3.432
H  -9.107  7.590  2.698
Cl  4.909  1.653  -10.642
C  4.609  2.676  -9.214
C  5.077  4.098  -9.419
Cl  6.852  4.210  -9.506
H  5.101  2.214  -8.361
H  3.533  2.664  -9.037
H  4.761  4.714  -8.578
H  4.667  4.528  -10.331
Cl  3.754  3.244  6.834
C  3.609  2.954  8.581
C  3.444  1.486  8.897
Cl  1.866  0.842  8.359
H  2.772  3.541  8.953
H  4.521  3.332  9.040
H  3.491  1.335  9.976
H  4.226  0.886  8.435
Cl  -3.985  -5.332  -5.252
C  -4.367  -6.862  -6.085
C  -3.657  -8.048  -5.469
Cl  -1.896  -8.012  -5.729
H  -4.118  -6.741  -7.139
H  -5.444  -7.004  -6.003
H  -4.022  -8.970  -5.921
H  -3.832  -8.101  -4.396
Cl  -8.696  8.588  -1.311
C  -10.374  8.031  -1.532
C  -11.352  8.780  -0.657
Cl  -11.144  8.403  1.071
H  -10.400  6.960  -1.335
H  -10.624  8.192  -2.580
H  -12.371  8.499  -0.920
H  -11.251  9.857  -0.780
Cl  6.539  5.122  10.397
C  6.401  4.834  12.150
C  6.242  3.368  12.475
Cl  4.668  2.731  11.933
H  5.562  5.419  12.523
H  7.314  5.215  12.607
H  6.290  3.219  13.553
H  7.024  2.768  12.013
Cl  7.717  1.655  -6.802
C  9.424  2.151  -6.706
C  9.709  2.976  -5.474
Cl  8.930  4.576  -5.542
H  9.668  2.696  -7.617
H  10.019  1.238  -6.685
H  10.782  3.149  -5.386
H  9.369  2.474  -4.570

---

No. 5
A single C5H12NP molecule at a distorted geometry, computed with ωB97M-V/def2-TZVPD.

Computed properties:
max |F|: 4.68 eV Å⁻¹
orbital gap: 9.28 eV
ΔE to the lowest compared entry with this formula, charge and spin: 32.6 kcal/mol
SMILES: C[C@H]1P(N)C1(C)C
E_tot: -16156.618 eV

CARTESIAN COORDINATES (ANGSTROEM)
C  0.528  -2.031  -0.311
C  -0.252  -0.687  -0.493
P  -1.497  -0.343  0.764
N  -2.556  0.601  -0.195
C  0.180  0.441  0.349
C  0.391  1.918  -0.483
C  1.386  0.145  1.247
H  0.925  -2.159  0.662
H  1.428  -2.089  -1.071
H  -0.112  -2.927  -0.728
H  -0.492  -0.459  -1.485
H  -3.346  1.082  0.238
H  -2.970  -0.039  -0.976
H  1.419  1.819  -0.782
H  0.198  2.745  0.178
H  -0.325  1.781  -1.287
H  2.434  0.025  0.710
H  1.079  -0.812  1.670
H  1.580  0.987  1.993

---

No. 6
A molecular structure, C21H29Cl3N4RuSb at a distorted geometry, computed with ωB97M-V/def2-TZVPD.

Computed properties:
expectation value of S²: 0.814
max |F|: 1.76 eV Å⁻¹
net charge: +2
orbital gap (spin up / spin down): 7.04 / 6.78 eV
ΔE to the lowest compared entry with this formula, charge and spin: 0.0 kcal/mol
multiplicity: 2
E_tot: -74878.479 eV

CARTESIAN COORDINATES (ANGSTROEM)
Ru  -0.386  0.306  0.622
C  -0.385  3.411  1.135
N  0.184  2.395  0.216
C  -0.369  2.667  -1.154
C  1.639  2.436  0.158
C  2.350  3.615  0.134
C  3.742  3.571  0.081
C  4.414  2.350  0.099
C  3.708  1.166  0.109
C  2.299  1.196  0.089
N  1.492  0.091  0.088
C  1.990  -1.167  -0.270
C  2.903  -1.420  -1.290
C  3.182  -2.732  -1.641
C  2.550  -3.775  -0.981
C  1.628  -3.523  0.033
C  1.360  -2.216  0.395
N  0.386  -1.856  1.397
C  0.843  -1.111  2.585
C  -0.529  -2.941  1.787
H  -0.207  4.419  0.761
H  0.071  3.310  2.119
H  -1.453  3.263  1.214
H  0.098  3.562  -1.574
H  -1.442  2.828  -1.071
H  -0.168  1.825  -1.809
H  1.846  4.571  0.151
H  4.301  4.496  0.048
H  5.495  2.330  0.113
H  4.230  0.222  0.171
H  3.327  -0.598  -1.851
H  3.876  -2.939  -2.443
H  2.762  -4.798  -1.260
H  1.157  -4.351  0.543
H  0.730  -1.711  3.490
H  0.189  -0.230  2.753
H  1.876  -0.778  2.532
H  0.008  -3.754  2.282
H  -1.047  -3.331  0.913
H  -1.263  -2.541  2.484
Cl  -5.761  0.673  1.881
C  -4.659  2.002  1.553
Cl  -4.668  3.194  2.842
Cl  -4.990  2.744  -0.017
C  -3.289  1.441  1.468
N  -2.234  0.999  1.409
C  -2.953  0.006  -2.718
Sb  -1.676  -0.913  -1.310
C  -1.039  -2.668  -2.294
C  -3.219  -1.725  -0.080
H  -3.421  -0.790  -3.295
H  -2.415  0.669  -3.392
H  -3.713  0.568  -2.179
H  -1.874  -3.362  -2.235
H  -0.151  -3.092  -1.837
H  -0.827  -2.434  -3.335
H  -4.119  -1.127  -0.221
H  -2.942  -1.691  0.970
H  -3.437  -2.753  -0.365

---

No. 7
A molecular structure, C30H42Br2N2NiP2 at a distorted geometry, computed with ωB97M-V/def2-TZVPD.

Computed properties:
expectation value of S²: 2.027
max |F|: 4.08 eV Å⁻¹
net charge: +2
orbital gap (spin up / spin down): 6.49 / 3.01 eV
multiplicity: 3
E_tot: -234459.754 eV

CARTESIAN COORDINATES (ANGSTROEM)
C  -0.632  7.377  -6.243
C  -0.816  6.003  -6.496
C  -1.120  5.607  -7.815
C  -1.236  6.597  -8.807
N  -1.063  7.890  -8.544
C  -0.769  8.285  -7.308
C  -0.691  5.030  -5.433
C  -0.568  4.188  -4.555
C  -0.398  3.187  -3.542
C  0.676  3.279  -2.643
C  0.880  2.278  -1.684
C  -0.004  1.202  -1.641
C  -1.122  1.127  -2.466
C  -1.320  2.133  -3.420
Ni  0.019  0.048  -0.150
P  1.779  -0.874  -1.020
H  -1.269  4.561  -8.080
H  -0.390  7.748  -5.247
H  -1.476  6.319  -9.837
H  -0.636  9.357  -7.137
H  -2.201  2.116  -4.060
H  1.341  4.142  -2.683
H  -1.826  0.302  -2.360
H  1.702  2.353  -0.974
C  2.233  -2.553  -0.346
C  3.232  -3.482  -1.043
H  1.273  -3.077  -0.232
H  2.572  -2.356  0.682
H  3.466  -4.319  -0.366
H  2.820  -3.935  -1.955
H  4.191  -3.003  -1.287
C  1.709  -1.166  -2.827
C  2.804  -0.540  -3.684
H  0.730  -0.781  -3.137
H  1.678  -2.256  -2.961
H  2.573  -0.723  -4.741
H  2.869  0.551  -3.561
H  3.796  -0.974  -3.500
C  3.257  0.155  -0.663
C  4.629  -0.516  -0.729
H  3.094  0.561  0.346
H  3.218  1.005  -1.353
H  5.414  0.239  -0.599
H  4.775  -1.252  0.070
H  4.832  -0.997  -1.693
Br  0.560  -0.966  1.801
P  -2.661  -3.505  -4.288
C  -0.822  -3.581  -4.184
C  -0.289  -5.008  -4.341
H  -0.544  -3.160  -3.207
H  -0.438  -2.928  -4.982
H  0.776  -4.979  -4.598
H  -0.387  -5.584  -3.412
H  -0.808  -5.551  -5.141
C  -3.093  -3.220  -2.520
C  -4.507  -3.728  -2.221
H  -2.995  -2.147  -2.308
H  -2.349  -3.776  -1.933
H  -4.622  -3.901  -1.147
H  -5.274  -3.003  -2.516
H  -4.709  -4.673  -2.743
C  -2.881  -1.800  -4.948
C  -3.127  -1.800  -6.462
H  -1.979  -1.226  -4.691
H  -3.742  -1.372  -4.413
H  -3.593  -0.855  -6.763
H  -2.192  -1.898  -7.026
H  -3.799  -2.615  -6.761
Br  -4.252  -0.324  3.804
C  -3.312  0.736  2.547
C  -3.519  2.114  2.462
C  -2.770  2.848  1.547
C  -1.799  2.201  0.787
N  -1.653  0.862  0.806
C  -2.456  0.125  1.628
H  -4.250  2.586  3.105
H  -2.898  3.922  1.440
H  -1.153  2.776  0.131
H  -2.325  -0.950  1.629

---

No. 8
A molecular structure, C28H67I2KN17OSSi4, computed with ωB97M-V/def2-TZVPD.

Computed properties:
max |F|: 0.23 eV Å⁻¹
net charge: -1
orbital gap: 6.05 eV
ΔE to the lowest compared entry with this formula, charge and spin: 0.0 kcal/mol
E_tot: -132383.805 eV

CARTESIAN COORDINATES (ANGSTROEM)
K  1.400  0.759  0.933
N  1.927  3.979  3.437
C  2.830  2.959  3.576
N  3.317  2.650  4.793
N  4.192  1.691  4.581
N  4.205  1.441  3.303
N  3.360  2.216  2.611
C  1.092  4.194  2.348
N  -0.024  4.906  2.487
N  -0.541  4.935  1.245
N  0.222  4.276  0.440
N  1.291  3.780  1.107
H  1.539  4.292  4.312
N  2.651  -0.734  -3.872
C  2.417  0.508  -3.110
C  1.361  1.406  -3.735
C  1.074  2.603  -2.835
N  0.454  2.132  -1.603
C  2.366  3.365  -2.528
C  3.545  2.506  -2.048
N  3.395  2.096  -0.649
C  3.719  1.274  -2.944
H  1.757  -1.183  -4.056
H  3.318  -1.731  -2.575
H  3.060  -0.518  -4.777
H  2.056  0.212  -2.122
H  0.438  0.839  -3.891
H  1.709  1.752  -4.717
H  0.415  3.291  -3.387
H  -0.327  1.517  -1.808
H  0.126  2.921  -1.047
H  2.159  4.140  -1.785
H  2.677  3.877  -3.445
H  4.447  3.122  -2.167
H  2.850  2.779  -0.122
H  4.296  2.034  -0.190
H  4.490  0.627  -2.513
H  4.076  1.591  -3.934
C  0.491  -2.409  4.243
C  1.560  -1.404  3.901
N  2.184  -0.818  4.940
O  1.870  -1.170  2.736
H  0.122  -2.296  5.261
H  0.905  -3.412  4.122
H  -0.331  -2.291  3.543
H  1.799  -0.890  5.864
H  2.870  -0.095  4.772
I  5.691  0.065  2.503
I  7.822  -1.803  1.555
C  6.036  -1.767  -1.817
C  4.784  -2.140  -1.114
N  3.559  -2.096  -1.621
C  2.642  -2.469  -0.660
C  3.348  -2.747  0.461
N  4.676  -2.550  0.148
H  6.450  -0.855  -1.386
H  5.827  -1.606  -2.873
H  6.787  -2.546  -1.705
H  1.581  -2.459  -0.857
H  3.023  -3.024  1.446
H  5.476  -2.608  0.780
C  -0.937  -1.865  -5.015
Si  -1.134  -2.816  -3.377
C  -2.667  -3.880  -3.716
C  0.303  -4.063  -3.359
Si  -1.007  -1.443  -1.489
Si  -2.947  -0.154  -1.701
C  -2.987  1.185  -0.365
C  -4.627  -1.026  -1.571
C  -3.006  0.787  -3.346
Si  -1.727  -2.922  0.180
C  -3.014  -4.265  -0.188
C  -0.259  -3.867  0.927
C  -2.454  -1.943  1.633
H  -0.663  -2.558  -5.818
H  -0.190  -1.070  -4.984
H  -1.881  -1.394  -5.298
H  -2.590  -4.344  -4.705
H  -3.581  -3.283  -3.695
H  -2.778  -4.676  -2.978
H  0.246  -4.726  -4.228
H  0.275  -4.687  -2.461
H  1.280  -3.571  -3.381
H  -2.985  0.751  0.638
H  -3.890  1.799  -0.464
H  -2.126  1.856  -0.432
H  -4.747  -1.506  -0.597
H  -4.736  -1.800  -2.333
H  -5.445  -0.308  -1.696
H  -2.093  1.365  -3.517
H  -3.847  1.489  -3.342
H  -3.136  0.113  -4.194
H  -2.588  -5.069  -0.792
H  -3.879  -3.868  -0.722
H  -3.362  -4.706  0.752
H  0.264  -4.463  0.174
H  -0.588  -4.545  1.721
H  0.455  -3.161  1.361
H  -3.400  -1.472  1.354
H  -1.766  -1.151  1.947
H  -2.644  -2.603  2.487
C  -4.045  4.706  2.975
C  -3.315  3.588  2.249
N  -2.261  2.999  3.073
C  -2.087  1.707  3.351
S  -0.548  1.075  3.667
N  -3.160  0.869  3.332
C  -4.479  1.155  3.881
C  -5.505  0.224  3.259
H  -4.797  5.153  2.322
H  -3.336  5.484  3.258
H  -4.538  4.351  3.882
H  -2.825  3.996  1.364
H  -3.984  2.799  1.910
H  -1.409  3.557  3.105
H  -2.869  -0.092  3.447
H  -4.744  2.188  3.685
H  -4.461  1.034  4.971
H  -5.560  0.381  2.181
H  -6.492  0.394  3.691
H  -5.237  -0.821  3.431

---

No. 9
A molecular structure, C6H10O at a distorted geometry, computed with ωB97M-V/def2-TZVPD.

Computed properties:
max |F|: 2.74 eV Å⁻¹
orbital gap: 9.51 eV
ΔE to the lowest compared entry with this formula, charge and spin: 85.2 kcal/mol
E_tot: -8427.547 eV

CARTESIAN COORDINATES (ANGSTROEM)
C  1.964  0.862  0.150
C  1.862  -0.514  -0.290
C  0.520  0.882  -0.568
C  -0.853  0.839  0.195
C  -1.981  -0.103  -0.345
C  -1.274  -1.111  0.559
O  -0.626  -0.060  1.290
H  1.868  0.988  1.229
H  2.774  1.457  -0.283
H  2.500  -0.848  -1.128
H  1.638  -1.318  0.409
H  0.362  0.744  -1.630
H  -1.287  1.797  0.560
H  -2.986  0.139  0.039
H  -2.059  -0.305  -1.416
H  -1.860  -1.727  1.239
H  -0.562  -1.724  -0.010

---

No. 10
2 unconnected molecules or ions with the total composition C2H3BF2O at a distorted geometry, computed with ωB97M-V/def2-TZVPD.

Computed properties:
max |F|: 5.88 eV Å⁻¹
orbital gap: 7.75 eV
ΔE to the lowest compared entry with this formula, charge and spin: 127.7 kcal/mol
E_tot: -10277.080 eV

CARTESIAN COORDINATES (ANGSTROEM)
B  0.447  0.453  0.332
C  -0.353  -1.934  1.276
C  -0.269  -1.771  -0.142
O  0.314  -2.407  2.145
F  -1.639  -1.537  1.547
F  0.826  -2.243  -0.715
H  -0.444  0.939  0.093
H  1.602  0.674  0.104
H  -1.193  -1.644  -0.669